No. 1
Below is a structure of composition C2H3N3OS2, with properties calculated with ωB97M-V/def2-TZVPD.

For the gap between HOMO and LUMO, the calculation gives 8.437 eV. The calculation puts the HOMO energy at -9.0 eV. Its relative energy (zero: lowest compared OMol25 entry of this formula, charge and spin) is 276.9 kJ/mol. The value obtained for the lowest unoccupied orbital energy is -0.597 eV. For the largest force on an atom, the calculation gives 0.0782 Eh/bohr.

Each line ends with the natural charge from an NBO analysis.
Element x y z (Å)
C1 1.10401 -0.12261 0.07469  0.281
C2 -0.64741 1.06302 -0.07613  0.625
H1 2.99822 0.46099 -1.35236  0.173
H2 -2.46450 -0.54758 1.49547  0.125
H3 -2.21526 2.21766 -0.47803  0.370
N1 0.24343 -1.04354 -0.25698  -0.253
N2 -0.87489 -0.30580 -0.35807  -0.424
N3 -1.24483 2.17352 0.02639  -0.709
O1 0.67585 1.12608 0.19373  -0.429
S1 2.81550 -0.41011 0.12357  0.038
S2 -2.39867 -0.99935 0.05858  0.204



No. 2
Below is the molecule C4H7N3O, with properties calculated with ωB97M-V/def2-TZVPD.

For the gap between HOMO and LUMO, the calculation gives 9.247 eV. The calculation puts the HOMO energy at -9.1 eV. Its relative energy (zero: lowest compared OMol25 entry of this formula, charge and spin) is 192.0 kJ/mol. The value obtained for the lowest unoccupied orbital energy is 0.125 eV. For the largest force on an atom, the calculation gives 0.0665 Eh/bohr. Its structure (SMILES) is [H]/N=C\N/C(N)=C\C=O.

Each line ends with the natural charge from an NBO analysis.
Element x y z (Å)
H1 2.31549 -1.91798 -0.68647  0.306
N1 1.78824 -2.19618 0.12887  -0.643
C1 1.09535 -1.14755 0.37646  0.277
N2 0.80849 -0.06272 -0.39325  -0.654
C2 -0.09722 0.85051 -0.01198  0.442
N3 0.40608 2.16445 -0.08758  -0.798
C3 -1.41322 0.47623 0.28350  -0.438
C4 -1.84031 -0.75548 -0.26742  0.356
O1 -2.90154 -1.36873 -0.05037  -0.553
H2 0.46328 -1.17754 1.28784  0.176
H3 1.24673 -0.00305 -1.30180  0.410
H4 -0.22247 2.91678 0.16208  0.390
H5 1.30606 2.34947 0.38621  0.388
H6 -1.91250 1.10285 1.01405  0.230
H7 -1.04244 -1.23106 -0.84013  0.112



No. 3
Below is a cluster of 7 separate species, C7H21N7O14 in total, with properties calculated with ωB97M-V/def2-TZVPD.

For the gap between HOMO and LUMO, the calculation gives 10.123 eV. The calculation puts the HOMO energy at -10.6 eV. Its relative energy (zero: lowest compared OMol25 entry of this formula, charge and spin) is 99.7 kJ/mol. The value obtained for the lowest unoccupied orbital energy is -0.445 eV. For the largest force on an atom, the calculation gives 0.0417 Eh/bohr. Its structure (SMILES) is C[N+](=O)[O-].C[N+](=O)[O-].C[N+](=O)[O-].C[N+](=O)[O-].C[N+](=O)[O-].C[N+](=O)[O-].C[N+](=O)[O-].

Each line ends with the natural charge from an NBO analysis.
Element x y z (Å)
C1 -3.08903 4.54673 -1.59036  -0.491
N1 -3.04612 3.58054 -0.47630  0.540
O1 -2.18792 2.73324 -0.51149  -0.387
O2 -3.87233 3.68797 0.40240  -0.371
H1 -2.48582 5.40758 -1.30294  0.245
H2 -4.10939 4.88000 -1.74367  0.234
H3 -2.63566 4.05357 -2.44252  0.229
C2 2.31808 5.16014 -1.84333  -0.492
N2 0.98072 4.96234 -1.24286  0.535
O3 0.59509 3.81270 -1.17591  -0.379
O4 0.41759 5.91353 -0.75496  -0.370
H4 2.80589 5.94255 -1.26496  0.236
H5 2.19201 5.44025 -2.88616  0.237
H6 2.95957 4.28876 -1.77194  0.236
C3 0.33356 -4.44809 -0.66481  -0.478
N3 1.56018 -5.16114 -0.26209  0.524
O5 1.60894 -6.36734 -0.44006  -0.393
O6 2.45743 -4.57275 0.31416  -0.365
H7 -0.41094 -4.72933 0.07728  0.237
H8 0.03836 -4.69522 -1.67176  0.226
H9 0.62612 -3.41358 -0.49759  0.246
C4 -0.13761 0.28091 -1.24435  -0.490
N4 -0.19436 -0.25615 0.13890  0.539
O7 0.77701 -0.86457 0.56101  -0.409
O8 -1.20679 -0.14512 0.78797  -0.373
H10 -0.53835 1.28928 -1.25193  0.261
H11 -0.78062 -0.39552 -1.80334  0.238
H12 0.86803 0.25128 -1.64421  0.233
C5 -2.18096 -0.59542 3.91460  -0.501
N5 -3.00308 -0.65983 5.16062  0.535
O9 -2.51017 -0.17586 6.15842  -0.381
O10 -4.13174 -1.09192 5.08502  -0.376
H13 -1.46461 -1.41418 3.97080  0.241
H14 -1.53732 0.26305 4.11306  0.232
H15 -2.65898 -0.43927 2.95767  0.248
C6 2.94789 -0.07651 3.39558  -0.488
N6 3.00429 -1.24964 4.31559  0.529
O11 2.03052 -1.47095 5.01821  -0.382
O12 3.91790 -2.03434 4.14392  -0.366
H16 2.82450 0.79115 4.04606  0.224
H17 2.08023 -0.16697 2.75017  0.252
H18 3.89262 0.02234 2.87685  0.229
C7 0.14478 -3.83177 -4.90682  -0.482
N7 0.11951 -2.58126 -4.05062  0.542
O13 0.64372 -2.65306 -2.95770  -0.389
O14 -0.36497 -1.59102 -4.54844  -0.373
H19 0.54012 -4.61665 -4.27395  0.231
H20 0.74686 -3.57995 -5.77269  0.241
H21 -0.88476 -4.03048 -5.19054  0.235



No. 4
Below is a structure of composition C37H57HfN3OSi3, with properties calculated with ωB97M-V/def2-TZVPD.

For the gap between HOMO and LUMO, the calculation gives 8.233 eV. The calculation puts the HOMO energy at -13.5 eV. Its relative energy (zero: lowest compared OMol25 entry of this formula, charge and spin) is 7.6 kJ/mol. The net charge is +2. The value obtained for the lowest unoccupied orbital energy is -5.303 eV. For the largest force on an atom, the calculation gives 0.0043 Eh/bohr.

Each line ends with the Mulliken charge.
Element x y z (Å)
Hf1 -0.03120 0.43263 -0.34269  -0.360
C1 0.79628 -1.57766 -0.83294  -0.618
Si1 1.57466 -2.15522 0.78402  -0.348
C2 0.69847 -1.11779 2.15596  -0.880
N1 0.39055 0.31595 1.82698  0.883
C3 1.60906 1.20382 1.84877  1.872
C4 1.72621 2.05263 3.11544  -0.817
C5 1.26011 1.27157 4.33823  -0.807
C6 -0.22026 0.88040 4.18813  -0.760
C7 -0.65777 0.88332 2.72332  -0.829
C8 3.41653 -1.86533 0.80215  1.221
C9 4.15659 -2.17093 -0.34669  -0.742
C10 5.53766 -2.04024 -0.36779  -0.617
C11 6.20916 -1.60387 0.76647  -0.637
C12 5.49957 -1.32116 1.92421  -0.765
C13 4.11784 -1.45900 1.94038  -0.194
C14 1.17712 -3.91770 1.20976  0.600
C15 -0.14767 -4.36270 1.24495  0.129
C16 -0.45597 -5.67807 1.54873  -0.669
C17 0.56645 -6.57813 1.82324  -0.672
C18 1.88678 -6.15731 1.79356  -0.770
C19 2.19053 -4.83634 1.48979  -0.452
H1 -0.06164 -2.24955 -0.99324  0.741
H2 1.47577 -1.73273 -1.67265  0.631
H3 1.23418 -1.17088 3.10612  0.440
H4 -0.26340 -1.61045 2.33179  0.465
H5 1.56502 1.88452 0.98183  -1.489
H6 2.48220 0.56949 1.70761  -0.104
H7 1.13501 2.96440 3.01027  0.280
H8 2.76471 2.36908 3.21479  0.539
H9 1.40447 1.86794 5.23715  0.549
H10 1.88235 0.38240 4.46347  0.179
H11 -0.86127 1.58430 4.72043  0.512
H12 -0.40447 -0.09821 4.63146  0.288
H13 -0.85563 1.90110 2.37988  0.215
H14 -1.57188 0.30585 2.58108  0.140
H15 3.65243 -2.53158 -1.23799  0.380
H16 6.09156 -2.28915 -1.26361  0.471
H17 7.28607 -1.50206 0.75301  0.433
H18 6.02340 -1.00950 2.81821  0.462
H19 3.59100 -1.26743 2.86983  0.363
H20 -0.95800 -3.67233 1.02190  -0.229
H21 -1.48652 -6.00875 1.57226  0.410
H22 0.33144 -7.60704 2.06031  0.401
H23 2.68293 -6.85762 2.00785  0.426
H24 3.22714 -4.52136 1.47323  0.362
C20 -0.76967 3.14981 -4.32462  -1.249
Si2 -1.23742 2.17451 -2.81308  0.642
C21 -3.05321 2.44985 -2.42473  -1.187
C22 -0.94771 0.35167 -3.27897  -0.869
C23 -0.17576 2.51624 -1.29678  2.897
C24 1.25984 2.43312 -1.69211  -2.043
C25 2.05950 3.40563 -2.29097  -0.300
C26 3.37512 3.10184 -2.58249  -0.844
C27 3.88752 1.83769 -2.28718  -1.111
C28 3.05921 0.91718 -1.69297  -0.110
N2 1.78381 1.22143 -1.39833  0.492
Si3 -0.68329 4.08720 -0.37822  0.871
C29 0.76028 4.69618 0.67006  -1.402
C30 -2.18611 3.68673 0.69346  -0.919
C31 -1.13446 5.50054 -1.51659  -1.245
H25 -1.42210 2.86794 -5.15476  0.413
H26 0.25778 2.95012 -4.63432  0.384
H27 -0.87614 4.22455 -4.17032  0.341
H28 -3.68905 1.93389 -3.15167  0.522
H29 -3.29507 3.51002 -2.51865  0.327
H30 -3.34200 2.16592 -1.41058  0.317
H31 -1.53060 0.13115 -4.17830  0.634
H32 -1.22416 -0.44536 -2.57542  0.167
H33 0.09731 0.18243 -3.55520  0.288
H34 1.64208 4.37519 -2.52603  0.517
H35 4.00913 3.84450 -3.04946  0.521
H36 4.91158 1.58049 -2.51447  0.529
H37 3.39623 -0.07318 -1.42066  0.142
H38 1.56816 3.97489 0.80295  0.262
H39 0.42456 5.01102 1.66022  0.508
H40 1.20537 5.57478 0.19850  0.398
H41 -2.38226 2.61642 0.80018  -0.065
H42 -3.08436 4.13527 0.26396  0.420
H43 -2.07378 4.10482 1.69640  0.528
H44 -0.30242 5.79316 -2.16043  0.335
H45 -1.38382 6.37070 -0.90285  0.388
H46 -1.99664 5.29999 -2.15365  0.358
O1 -1.96877 -0.20285 -0.13418  -0.671
C32 -3.05952 -0.87091 -0.28039  0.273
C33 -3.36987 -1.98832 0.66046  -0.787
C34 -3.42143 -3.36491 -0.02826  -0.519
C35 -4.71125 -3.63606 -0.79453  -1.070
C36 -4.97556 -2.70150 -1.97011  -0.666
C37 -5.13685 -1.23951 -1.57787  -0.893
N3 -3.85790 -0.57325 -1.26462  -0.069
H47 -4.33066 -1.77969 1.14237  0.579
H48 -2.60404 -1.97141 1.43487  0.227
H49 -3.31708 -4.11511 0.75667  0.422
H50 -2.55086 -3.48158 -0.68140  0.362
H51 -5.55434 -3.58087 -0.09849  0.376
H52 -4.68593 -4.66286 -1.16046  0.388
H53 -5.90100 -3.00671 -2.46035  0.398
H54 -4.18400 -2.78558 -2.72029  0.362
H55 -5.80188 -1.13265 -0.71797  0.414
H56 -5.56914 -0.66688 -2.39515  0.462
H57 -3.57503 0.20302 -1.85120  -0.076



No. 5
Below is a structure of composition C34H38BrN9OS2Sn, with properties calculated with ωB97M-V/def2-TZVPD.

For the gap between HOMO and LUMO (spin up / spin down), the calculation gives 6.078 / 6.294 eV. The calculation puts the HOMO energy (spin up / spin down) at -13.2 / -13.1 eV. Its relative energy (zero: lowest compared OMol25 entry of this formula, charge and spin) is 268.0 kJ/mol. The net charge is +2. The value obtained for the lowest unoccupied orbital energy (spin up / spin down) is -7.103 / -6.839 eV. For the largest force on an atom, the calculation gives 0.0105 Eh/bohr.

Each line ends with the Mulliken charge.
Element x y z (Å)
Sn1 -2.13376 -0.60979 -0.62985  1.199
N1 -2.16989 0.46218 1.32099  0.021
C1 -2.96502 1.70414 1.57676  -0.740
C2 -2.51194 2.86540 0.70950  -0.545
C3 -2.88794 2.75052 -0.75923  -0.566
N2 -2.08702 1.70869 -1.43866  -0.161
H1 -2.38042 -0.23751 2.03289  0.393
H2 -1.18324 0.68699 1.47396  0.001
H3 -2.84370 1.96146 2.62933  0.523
H4 -4.01670 1.47604 1.41178  0.271
H5 -1.43008 2.99029 0.80768  0.173
H6 -2.96691 3.77171 1.11144  0.488
H7 -2.74315 3.71361 -1.25327  0.460
H8 -3.94245 2.49314 -0.85906  0.294
H9 -1.08484 1.90369 -1.33435  -0.249
H10 -2.29186 1.69097 -2.43354  0.338
C4 4.10411 -0.18112 -0.70860  -2.314
C5 4.44442 -1.37841 0.17385  2.251
C6 5.22169 -2.40220 -0.66681  -1.838
C7 5.32447 -0.88725 1.33175  -1.717
C8 3.19163 -2.04950 0.73352  0.321
C9 3.35753 -3.14096 1.61163  -0.578
C10 2.29090 -3.81728 2.15055  -1.764
C11 1.01232 -3.38928 1.80268  1.597
S1 -0.49623 -4.06684 2.29706  -0.368
C12 -1.31093 -2.89134 1.35056  0.785
N3 -0.55385 -2.02979 0.72137  0.244
C13 0.80663 -2.30978 0.93984  -2.765
C14 1.91022 -1.64188 0.39901  0.672
C15 -2.76071 -2.99526 1.12116  0.440
C16 -3.55515 -3.82985 1.90620  -0.656
C17 -4.85186 -4.11514 1.51525  -0.934
C18 -5.34011 -3.59967 0.32302  -0.692
C19 -4.57022 -2.72101 -0.42910  -0.528
C20 -3.29205 -2.37322 -0.01171  0.232
H11 5.02948 0.26918 -1.07290  0.687
H12 3.55582 0.57722 -0.14551  0.266
H13 3.50535 -0.46706 -1.57557  0.431
H14 6.11997 -1.93907 -1.07809  0.461
H15 4.61430 -2.76854 -1.49637  0.395
H16 5.53617 -3.26122 -0.07372  0.378
H17 6.22938 -0.42336 0.93590  0.457
H18 5.63524 -1.70023 1.98792  0.379
H19 4.80068 -0.14257 1.93445  0.304
H20 4.35601 -3.47474 1.85963  0.495
H21 2.43932 -4.65745 2.81535  0.502
H22 1.74432 -0.81734 -0.27654  0.811
H23 -3.15196 -4.28141 2.80471  0.530
H24 -5.46637 -4.76942 2.11817  0.438
H25 -6.32792 -3.87573 -0.02168  0.453
H26 -4.97647 -2.34151 -1.35654  0.595
Br1 -8.69836 0.39266 -3.18926  -0.059
C21 -6.99456 0.27600 -2.43771  -0.031
C22 -6.82983 0.29919 -1.05819  -1.026
C23 -5.55194 0.18712 -0.54933  -0.227
N4 -4.46077 0.08664 -1.31591  0.577
C24 -4.63659 0.07045 -2.64149  -0.290
C25 -5.87421 0.15357 -3.24889  -0.840
H27 -7.67808 0.39017 -0.39516  0.510
H28 -5.40544 0.14700 0.52295  0.414
H29 -3.74484 -0.02667 -3.25361  0.427
H30 -5.96139 0.11932 -4.32519  0.490
O1 0.16987 -0.10199 3.05144  -0.244
N5 0.66708 -0.94812 3.74821  0.096
C26 1.77992 -0.98401 4.39899  0.959
C27 2.67139 0.13638 4.33262  0.031
N6 3.33525 1.06934 4.25578  -0.395
C28 2.09078 -2.17685 5.12461  -0.092
N7 2.34687 -3.14203 5.68926  -0.372
C29 3.86824 5.49501 -0.84672  -1.416
C30 3.33913 4.25246 -1.47612  0.854
C31 3.69093 3.77748 -2.70820  -0.982
C32 3.09383 2.58909 -3.16014  1.048
N8 2.20372 1.91680 -2.43398  -0.348
C33 1.86971 2.37144 -1.22918  -0.166
S2 0.81937 1.53171 -0.18402  -0.440
N9 2.42842 3.53490 -0.77628  0.088
C34 3.43588 2.01229 -4.49182  -1.231
H31 4.68683 5.90090 -1.43399  0.373
H32 4.22758 5.29368 0.16341  0.391
H33 3.08144 6.24900 -0.78354  0.337
H34 4.41548 4.30407 -3.31032  0.420
H35 2.17202 3.82400 0.15921  0.276
H36 4.26733 2.53043 -4.96229  0.389
H37 2.56314 2.07475 -5.14424  0.302
H38 3.67460 0.95532 -4.37768  0.307



No. 6
Below is a cluster of 2 separate species, C6H11Cl in total, with properties calculated with ωB97M-V/def2-TZVPD.

For the gap between HOMO and LUMO, the calculation gives 8.110 eV. The calculation puts the HOMO energy at -8.7 eV. Its relative energy (zero: lowest compared OMol25 entry of this formula, charge and spin) is 426.2 kJ/mol. The value obtained for the lowest unoccupied orbital energy is -0.581 eV. For the largest force on an atom, the calculation gives 0.0214 Eh/bohr.

Each line ends with the natural charge from an NBO analysis.
Element x y z (Å)
C1 0.39428 1.03593 0.35254  -0.322
C2 2.70169 -0.09097 0.96197  -0.249
C3 -1.96380 0.02363 0.59836  -0.594
C4 -0.15981 -1.33938 -0.52466  -0.598
C5 -0.23713 1.19249 -0.99113  -0.419
C6 -0.62523 0.03873 -0.10459  -0.061
Cl1 3.68270 -0.15321 -0.42489  0.029
H1 1.46128 0.69709 0.47627  0.172
H2 2.23989 -1.09374 1.06172  0.128
H3 -2.37656 1.02526 0.68902  0.210
H4 -1.85190 -0.39222 1.60078  0.209
H5 -2.67304 -0.59868 0.05243  0.208
H6 0.04049 -1.95958 0.34611  0.205
H7 -0.93461 -1.82855 -1.11101  0.212
H8 0.73572 -1.28288 -1.13128  0.210
H9 0.34788 0.98145 -1.87385  0.217
H10 -0.92535 2.01594 -1.11906  0.218
H11 0.14350 1.72869 1.14128  0.223